(1)
Computed, not measured: 11 unconnected molecules or ions with the total composition C21H39BN12O5P at a distorted geometry, with ωB97M-V/def2-TZVPD.

E_tot: -60489.01782 eV
Kohn-Sham gap: 0.351 Ha
Net charge: +1

```
79
C21H39BN12O5P, DFT ωB97M-V/def2-TZVPD
N -0.68 0.69 0.39
C -1.92 0.62 -0.29
N -3.03 1.44 0.44
B -2.83 2.97 0.28
O -1.83 3.43 -0.49
O -3.69 3.80 0.88
P -4.65 0.93 0.00
O -4.68 -0.26 -0.80
O -5.24 2.15 -0.83
O -5.46 0.71 1.33
H -0.02 1.30 -0.05
H -0.78 0.88 1.38
H -1.84 0.99 -1.30
H -2.22 -0.41 -0.33
H -2.91 1.26 1.45
H -1.23 3.98 0.05
H -3.91 4.47 0.21
H -6.19 2.20 -0.61
H -6.35 0.42 1.04
C 2.50 -1.42 0.93
C 2.28 -0.19 0.19
N 2.09 0.78 -0.40
H 1.58 -1.75 1.42
H 2.83 -2.22 0.27
H 3.25 -1.28 1.70
C -4.79 4.12 -3.51
C -5.82 4.90 -4.19
N -6.63 5.50 -4.72
H -5.21 3.21 -3.08
H -4.00 3.83 -4.20
H -4.34 4.69 -2.70
C 2.02 -5.37 0.05
C 3.20 -4.94 0.78
N 4.13 -4.59 1.36
H 1.11 -4.94 0.47
H 2.08 -5.06 -0.99
H 1.91 -6.45 0.06
C 4.62 1.47 -2.25
C 6.08 1.53 -2.22
N 7.22 1.57 -2.20
H 4.27 0.68 -2.91
H 4.21 1.28 -1.26
H 4.19 2.40 -2.60
C -0.82 -1.06 -4.34
C -0.46 -1.64 -3.05
N -0.17 -2.10 -2.04
H 0.06 -0.66 -4.84
H -1.27 -1.81 -4.99
H -1.53 -0.25 -4.22
C -3.12 -0.77 3.95
C -1.77 -0.92 3.43
N -0.69 -1.03 3.04
H -3.63 -1.73 4.02
H -3.12 -0.32 4.94
H -3.73 -0.13 3.30
C -3.86 -3.06 7.64
C -4.55 -2.77 6.40
N -5.11 -2.53 5.42
H -4.57 -3.31 8.43
H -3.18 -3.90 7.52
H -3.28 -2.20 7.98
C 4.27 -0.98 4.91
C 4.05 0.01 3.87
N 3.88 0.78 3.04
H 3.72 -1.89 4.70
H 5.33 -1.23 4.98
H 3.95 -0.60 5.88
C 3.91 5.26 -4.38
C 2.74 4.47 -4.03
N 1.82 3.85 -3.75
H 3.81 6.28 -4.04
H 4.81 4.84 -3.93
H 4.06 5.27 -5.46
C 5.24 -3.95 -2.69
C 4.08 -4.69 -3.17
N 3.17 -5.27 -3.54
H 5.70 -4.45 -1.84
H 5.98 -3.84 -3.47
H 4.95 -2.95 -2.37
```

***

(2)
Computed, not measured: 3 unconnected molecules or ions with the total composition C21H39Br2N2O5S at a distorted geometry, with ωB97M-V/def2-TZVPD.

Spin multiplicity: 3
E_tot: -186540.58845 eV
Kohn-Sham gap (alpha / beta): 0.292 / 0.262 Ha
Net charge: -1

```
70
C21H39Br2N2O5S, DFT ωB97M-V/def2-TZVPD
C 5.71 -1.53 -2.44
C 4.77 -0.17 -2.47
Br 5.57 1.67 -2.17
C 3.30 -0.29 -2.68
Br 2.24 1.45 -2.70
S 2.32 -1.86 -2.93
O 2.28 -2.24 -4.46
O 0.83 -1.53 -2.54
O 2.78 -3.16 -1.92
H 6.21 -1.63 -1.36
H 5.16 -2.50 -2.78
H 6.62 -1.39 -3.20
C -1.88 6.47 -2.44
C -0.84 5.34 -2.16
C -1.53 3.95 -2.19
C -2.38 3.65 -0.96
C -1.57 3.86 0.32
C -0.92 5.26 0.39
N -0.15 5.62 -0.85
O 1.04 4.88 -0.83
C -2.04 6.32 0.66
C -0.04 5.34 1.68
C 0.12 5.41 -3.39
H -1.70 6.98 -3.40
H -2.91 6.09 -2.47
H -1.85 7.28 -1.70
H -0.77 3.16 -2.27
H -2.16 3.86 -3.08
H -3.28 4.28 -0.95
H -2.74 2.62 -1.00
H -2.23 3.70 1.19
H -0.80 3.08 0.38
H -1.63 7.33 0.64
H -2.48 6.17 1.66
H -2.87 6.26 -0.04
H 0.74 4.57 1.71
H -0.64 5.20 2.59
H 0.45 6.32 1.76
H 0.65 6.37 -3.42
H -0.44 5.31 -4.32
H 0.86 4.61 -3.39
C -0.77 -6.22 3.47
C -1.35 -4.87 2.96
C -2.21 -5.09 1.68
C -1.39 -5.37 0.43
C -0.33 -4.28 0.22
C 0.57 -4.08 1.47
N -0.22 -3.90 2.73
O -0.77 -2.61 2.71
C 1.52 -5.30 1.59
C 1.54 -2.89 1.19
C -2.32 -4.42 4.10
H -1.20 -6.52 4.44
H -0.97 -7.05 2.78
H 0.30 -6.18 3.66
H -2.83 -4.20 1.50
H -2.91 -5.92 1.84
H -0.92 -6.35 0.49
H -2.05 -5.40 -0.44
H 0.28 -4.55 -0.65
H -0.84 -3.35 -0.04
H 2.12 -5.24 2.50
H 2.23 -5.34 0.75
H 1.01 -6.26 1.58
H 1.01 -1.96 0.96
H 2.19 -3.10 0.34
H 2.19 -2.71 2.06
H -1.77 -4.23 5.04
H -3.06 -5.20 4.31
H -2.89 -3.52 3.85
```

***

(3)
Computed, not measured: 4 unconnected molecules or ions with the total composition C21H39BrN2O7PS at a distorted geometry, with ωB97M-V/def2-TZVPD.

E_tot: -129877.31843 eV
Kohn-Sham gap: 0.238 Ha
Net charge: +1

```
72
C21H39BrN2O7PS, DFT ωB97M-V/def2-TZVPD
C 0.79 -0.03 -0.59
C 0.13 -0.33 -1.99
O -0.55 -1.62 -1.99
C -1.80 -1.55 -2.63
O -1.85 -1.81 -3.80
C -3.01 -1.18 -1.72
C -3.42 -2.14 -0.68
C -4.56 -1.77 0.15
N -5.27 -0.59 -0.03
O -6.34 -0.29 0.74
C -4.89 0.32 -1.01
N -5.68 1.54 -1.15
C -6.49 1.28 -2.08
S -7.42 0.86 -3.30
C -3.73 0.10 -1.90
P -3.35 1.48 -3.12
O -2.42 0.95 -4.41
Br -2.01 2.90 -1.95
H 1.21 1.02 -0.66
H 0.09 -0.13 0.28
H 1.65 -0.74 -0.46
H -0.63 0.46 -2.24
H 0.92 -0.38 -2.78
H -2.90 -3.11 -0.49
H -4.92 -2.44 0.97
H -6.05 0.32 1.45
H -1.49 0.94 -4.12
C -0.99 -4.59 4.68
C -1.60 -5.15 3.41
O -1.67 -4.22 2.34
C -0.43 -3.71 1.87
C 0.50 -4.77 1.32
H -1.49 -3.66 4.97
H -1.07 -5.30 5.49
H 0.07 -4.36 4.54
H -2.63 -5.45 3.62
H -1.08 -6.06 3.09
H 0.07 -3.13 2.66
H -0.67 -3.00 1.07
H 0.84 -5.45 2.10
H 1.38 -4.32 0.86
H -0.01 -5.38 0.57
C -1.94 6.66 -0.02
C -0.97 5.53 0.27
O 0.20 5.57 -0.53
C 1.02 6.72 -0.39
C 1.58 6.90 1.01
H -2.17 6.72 -1.09
H -2.87 6.52 0.54
H -1.53 7.63 0.27
H -1.46 4.58 0.05
H -0.71 5.50 1.33
H 0.48 7.62 -0.72
H 1.85 6.59 -1.09
H 0.79 7.13 1.73
H 2.29 7.72 1.03
H 2.07 5.99 1.35
C 5.93 0.30 -0.15
C 5.67 -0.93 0.70
O 4.60 -1.73 0.23
C 4.74 -2.29 -1.06
C 5.93 -3.23 -1.19
H 5.01 0.88 -0.29
H 6.68 0.94 0.32
H 6.29 0.03 -1.14
H 5.40 -0.61 1.71
H 6.58 -1.53 0.81
H 4.79 -1.50 -1.82
H 3.83 -2.85 -1.26
H 6.88 -2.69 -1.09
H 5.93 -3.72 -2.16
H 5.91 -3.99 -0.41
```

***

(4)
Computed, not measured: a molecular structure, C21H39BrNSeSiW at a distorted geometry, with ωB97M-V/def2-TZVPD.

E_tot: -168986.79665 eV
Kohn-Sham gap (alpha / beta): 0.258 / 0.260 Ha
Net charge: +1

```
65
C21H39BrNSeSiW, DFT ωB97M-V/def2-TZVPD
W -0.27 -1.11 0.18
C -0.33 1.40 -1.69
N -1.15 0.70 -0.66
C -2.46 0.32 -1.28
C -1.40 1.63 0.49
C -1.98 0.83 1.63
C -2.82 1.40 2.57
C -3.29 0.62 3.62
C -2.93 -0.72 3.71
C -2.08 -1.28 2.77
C -1.59 -0.52 1.71
H -0.86 2.30 -2.01
H -0.19 0.74 -2.54
H 0.63 1.66 -1.26
H -2.96 1.22 -1.65
H -3.09 -0.16 -0.53
H -2.29 -0.35 -2.12
H -2.05 2.44 0.16
H -0.43 2.04 0.76
H -3.11 2.44 2.49
H -3.96 1.05 4.35
H -3.32 -1.33 4.53
H -1.80 -2.33 2.87
C -0.97 -7.14 -1.61
C -1.22 -5.61 -1.53
C -2.12 -5.18 -2.70
C -2.03 -5.35 -0.25
Si 0.45 -4.74 -1.50
Br -0.13 -2.47 -2.04
C 1.62 -5.14 -2.93
C 2.32 -6.48 -2.64
C 0.86 -5.26 -4.25
C 2.72 -4.08 -3.17
C 1.25 -4.64 0.19
C 2.65 -4.01 0.11
C 0.43 -3.88 1.23
C 1.42 -6.08 0.74
H -1.93 -7.64 -1.50
H -0.32 -7.51 -0.82
H -0.55 -7.45 -2.57
H -3.01 -5.83 -2.69
H -1.67 -5.27 -3.68
H -2.48 -4.16 -2.58
H -3.01 -5.82 -0.37
H -2.21 -4.28 -0.07
H -1.58 -5.78 0.64
H 1.63 -7.31 -2.47
H 3.00 -6.42 -1.79
H 2.93 -6.74 -3.51
H 0.13 -6.07 -4.26
H 1.59 -5.47 -5.04
H 0.34 -4.34 -4.54
H 3.43 -4.00 -2.35
H 2.33 -3.08 -3.36
H 3.28 -4.38 -4.06
H 2.66 -3.03 -0.37
H 3.34 -4.67 -0.42
H 3.03 -3.88 1.12
H 0.11 -2.89 0.89
H 1.01 -3.69 2.13
H -0.50 -4.37 1.49
H 2.00 -6.72 0.08
H 0.47 -6.58 0.94
H 1.96 -6.02 1.69
Se 1.72 -0.29 0.94
```

***

(5)
Computed, not measured: a molecular structure, C21H39F8N3O21PS3 at a distorted geometry, with ωB97M-V/def2-TZVPD.

E_tot: -133421.58940 eV
Kohn-Sham gap: 0.335 Ha
Net charge: -1

```
96
C21H39F8N3O21PS3, DFT ωB97M-V/def2-TZVPD
P 6.71 -28.22 -7.42
F 8.08 -27.45 -7.08
F 7.31 -29.69 -6.99
F 6.22 -28.08 -5.88
F 5.32 -29.02 -7.77
F 6.07 -26.79 -7.79
F 7.18 -28.44 -8.94
C 8.15 -29.77 -1.58
C 8.80 -28.79 -2.53
O 8.76 -27.59 -2.31
N 9.40 -29.34 -3.61
C 10.13 -28.57 -4.59
H 7.20 -30.15 -1.96
H 8.01 -29.26 -0.63
H 8.79 -30.64 -1.41
H 9.34 -30.33 -3.81
H 10.18 -29.06 -5.55
H 11.15 -28.37 -4.24
H 9.69 -27.58 -4.76
C 6.23 -26.03 -11.59
C 7.28 -25.71 -12.64
O 7.54 -26.48 -13.55
N 7.81 -24.45 -12.55
C 8.75 -23.96 -13.53
H 6.42 -27.01 -11.17
H 5.27 -26.02 -12.11
H 6.18 -25.28 -10.81
H 7.85 -24.14 -11.58
H 8.71 -22.87 -13.50
H 8.45 -24.33 -14.50
H 9.78 -24.25 -13.30
C 9.44 -24.75 -7.96
C 9.70 -24.12 -9.31
O 8.81 -23.58 -9.95
N 10.97 -24.19 -9.78
C 12.16 -24.65 -9.11
H 10.09 -24.29 -7.21
H 9.56 -25.82 -8.10
H 8.41 -24.52 -7.67
H 11.05 -23.77 -10.70
H 12.83 -23.80 -8.90
H 12.71 -25.38 -9.69
H 11.92 -25.10 -8.15
C 7.28 -25.74 -4.68
C 8.16 -24.66 -4.09
O 7.56 -24.38 -2.85
C 6.30 -24.90 -2.82
O 5.53 -24.76 -1.93
O 6.06 -25.61 -3.95
F 8.18 -23.50 -4.81
H 7.74 -26.72 -4.64
H 7.03 -25.51 -5.71
H 9.17 -25.04 -3.92
C 3.34 -26.30 -8.03
C 3.64 -25.86 -6.60
O 2.35 -25.60 -6.09
C 1.42 -25.66 -7.07
O 0.24 -25.57 -6.91
O 2.02 -25.83 -8.26
F 4.37 -24.71 -6.53
H 3.33 -27.40 -8.03
H 4.01 -26.06 -8.85
H 4.10 -26.63 -6.00
C 5.53 -31.78 -9.97
C 6.43 -32.81 -9.28
O 7.46 -33.11 -10.23
S 7.25 -32.37 -11.63
O 7.26 -33.32 -12.67
O 8.10 -31.25 -11.67
O 5.74 -31.95 -11.36
H 5.78 -30.78 -9.63
H 4.48 -31.92 -9.73
H 5.92 -33.72 -8.98
H 6.90 -32.39 -8.39
C 10.91 -29.92 -9.26
C 10.37 -28.72 -8.48
O 11.51 -27.94 -8.12
S 12.85 -28.80 -8.13
O 13.26 -29.06 -6.80
O 13.73 -28.22 -9.09
O 12.23 -30.13 -8.74
H 11.00 -29.70 -10.33
H 10.25 -30.77 -9.16
H 9.75 -29.06 -7.65
H 9.75 -28.07 -9.09
C 5.49 -31.24 -4.63
C 4.09 -30.71 -4.93
O 3.28 -31.01 -3.80
S 4.14 -31.74 -2.67
O 3.41 -32.82 -2.13
O 4.72 -30.78 -1.81
O 5.25 -32.29 -3.66
H 6.17 -30.50 -4.20
H 5.96 -31.75 -5.47
H 3.66 -31.14 -5.84
H 4.15 -29.63 -5.09
```

***

(6)
Computed, not measured: a molecular structure, C21H39NP2Pd at a distorted geometry, with ωB97M-V/def2-TZVPD.

Spin multiplicity: 3
E_tot: -45950.50528 eV
Kohn-Sham gap (alpha / beta): 0.173 / 0.157 Ha

```
64
C21H39NP2Pd, DFT ωB97M-V/def2-TZVPD
P 0.27 -2.14 0.38
P -0.08 1.43 0.66
C -0.06 -0.96 -0.96
C 0.39 0.50 -0.82
H -1.12 -1.04 -1.23
H 0.52 -1.42 -1.75
H 1.47 0.61 -0.99
H -0.12 1.09 -1.57
C -1.75 2.08 0.49
H -2.00 2.63 1.42
H -2.47 1.26 0.38
H -1.80 2.76 -0.37
C 1.12 2.72 0.97
H 1.11 3.45 0.14
H 2.13 2.29 1.08
H 0.86 3.23 1.92
C -0.96 -3.46 0.41
H -0.79 -4.06 1.32
H -0.82 -4.07 -0.49
H -1.96 -3.02 0.45
C 1.97 -2.73 0.31
H 2.66 -1.87 0.36
H 2.11 -3.28 -0.63
H 2.15 -3.38 1.17
Pd -0.06 -0.47 1.81
C 0.56 1.15 -3.67
C -0.78 1.22 -3.54
C -1.73 0.56 -4.48
C -1.33 -0.88 -4.88
C -0.62 -1.65 -3.80
C 0.72 -1.76 -3.71
C 1.68 -0.98 -4.57
C 1.27 0.48 -4.83
C 0.10 -1.94 3.39
H 1.24 1.75 -3.05
H -1.25 1.97 -2.89
H -1.81 1.17 -5.41
H -2.74 0.53 -4.05
H -2.25 -1.43 -5.12
H -0.74 -0.86 -5.82
H -1.28 -2.27 -3.19
H 1.19 -2.59 -3.18
H 1.80 -1.49 -5.54
H 2.68 -0.98 -4.11
H 2.19 1.06 -5.01
H 0.67 0.56 -5.76
H 0.76 -1.54 4.18
H 0.47 -2.91 3.05
H -0.91 -2.03 3.80
C 2.35 1.07 4.18
C 0.93 1.38 4.42
C 0.45 2.18 5.49
C -0.94 2.15 5.43
C -1.28 1.32 4.32
C -2.64 0.92 3.94
N -0.13 0.92 3.70
H 2.92 2.00 4.11
H 2.48 0.49 3.27
H 2.76 0.51 5.02
H 1.09 2.70 6.21
H -1.67 2.62 6.07
H -3.14 0.45 4.79
H -3.23 1.81 3.68
H -2.63 0.23 3.10
```